Model w:
Molecular formula: C5H11N2O
Method: DFT, ωB97M-V with the def2-TZVPD basis set

Geometry as ORCA input:
```
! wB97M-V def2-TZVPD RIJCOSX def2/J DEFGRID3
* xyz -1 1
C -1.18885 2.07243 -0.11789
O -1.17156 3.34181 0.17453
C -0.87905 1.12909 1.06693
C -1.21331 -0.35301 0.87134
C -0.21553 -0.88572 -0.18443
N 1.94674 -2.14049 -1.75866
C 1.88532 -1.99022 -0.44894
N 0.98358 -1.38689 0.53874
H -2.15493 1.62113 -0.61567
H -0.58227 1.85176 -1.12704
H -1.46298 1.59758 1.85136
H 0.15881 1.24807 1.32245
H -2.23896 -0.39752 0.46482
H -1.03073 -0.90580 1.78755
H 0.12404 -0.09337 -0.87328
H -0.56830 -1.66179 -0.87625
H 1.33626 -1.40230 -2.13829
H 2.55686 -2.72246 0.01105
H 1.86137 -0.81502 -0.09234
*
```

Its HOMO-LUMO gap is 5.746 eV. The LUMO energy comes out at 3.43 eV. Its HOMO energy is -0.0850 Ha.

---

Model x:
Molecular formula: C5H11N2O
Method: DFT, ωB97M-V with the def2-TZVPD basis set

Geometry as ORCA input:
```
! wB97M-V def2-TZVPD RIJCOSX def2/J DEFGRID3
* xyz -1 1
C -2.62130 -0.26685 -0.68000
O -3.40804 0.06430 0.40092
C -1.10033 -0.44185 -0.34052
C -0.34178 0.88354 -0.21655
C 1.16480 0.73794 -0.75475
N 2.71838 0.13275 1.57908
C 2.18455 -0.72942 0.60991
N 1.68802 -0.58981 -0.61386
H -3.07982 -1.19224 -1.10535
H -2.72854 0.52237 -1.46253
H -0.66436 -1.03237 -1.14680
H -1.04254 -1.13697 0.52277
H -0.42630 1.10403 0.86063
H -0.97310 1.60144 -0.80399
H 1.60542 1.55116 -0.14778
H 1.09839 1.15889 -1.76679
H 2.86182 1.00111 1.05913
H 2.62435 -1.69083 0.94737
H 1.47312 -0.10833 1.55159
*
```

Its HOMO-LUMO gap is 5.195 eV. The LUMO energy comes out at 3.22 eV. Its HOMO energy is -0.0728 Ha.

---

Model y:
Molecular formula: C5H11N2O
Method: DFT, ωB97M-V with the def2-TZVPD basis set

Geometry as ORCA input:
```
! wB97M-V def2-TZVPD RIJCOSX def2/J DEFGRID3
* xyz -1 1
C 1.85476 1.66518 -1.33343
N 0.84559 2.22539 -0.80927
C -0.23010 1.72168 0.14687
C 0.10159 0.36915 0.80119
C -0.50697 -0.71874 -0.07521
N -1.94272 -0.70408 0.00242
C 0.11239 -2.19443 0.37790
O -0.37446 -2.37236 1.55667
H 2.48305 2.29632 -2.00610
H 2.03680 0.67410 -1.15390
H -0.36377 2.54030 0.93185
H -1.15015 1.74223 -0.39227
H 1.15593 0.19331 0.92452
H -0.22692 0.43536 1.80228
H -0.29959 -0.45166 -1.16446
H -2.32695 -0.69630 0.86472
H -2.30537 -1.48680 -0.43237
H -0.13716 -3.05284 -0.35617
H 1.27404 -2.18581 0.31476
*
```

Its HOMO-LUMO gap is 6.213 eV. Its SMILES is C=NCC[C@H](N)C[O-]. The LUMO energy comes out at 3.86 eV. Its HOMO energy is -0.0864 Ha.

---

We find model y to be the most stable, with the next structure 0.0727 hartree higher.

---

Model w:
Molecular formula: C2H4BrN
Method: DFT, ωB97M-V with the def2-TZVPD basis set

Geometry as ORCA input:
```
! wB97M-V def2-TZVPD RIJCOSX def2/J DEFGRID3
* xyz 0 1
C 0.50650 0.05696 -0.20215
C -1.00455 -0.04599 1.67281
N -0.05639 -0.12950 0.84512
Br 2.38086 -0.23908 -0.41725
H 0.75769 0.31449 -3.13059
H 0.07629 0.12905 -2.84099
H -1.22557 0.89705 1.94351
H -1.43483 -0.98296 2.12953
*
```

Its HOMO-LUMO gap (alpha / beta) is 8.136 / 8.137 eV. The LUMO energy (alpha / beta) comes out at -0.25 / -0.25 eV. Its HOMO energy (alpha / beta) is -0.3082 / -0.3082 Ha.

---

Model x:
Molecular formula: C2H4BrN
Method: DFT, ωB97M-V with the def2-TZVPD basis set

Geometry as ORCA input:
```
! wB97M-V def2-TZVPD RIJCOSX def2/J DEFGRID3
* xyz 0 1
H -1.95059 0.30746 1.37801
N -1.48723 0.37359 0.47882
C -0.25197 0.06755 0.64937
C 0.59202 0.06501 -0.82408
Br 2.19144 -1.09348 -0.58362
H 0.16922 -0.22248 1.63361
H 0.89671 1.01264 -1.31261
H -0.15960 -0.51030 -1.41950
*
```

Its HOMO-LUMO gap is 11.066 eV. Its SMILES is [H]/N=C/CBr. The LUMO energy comes out at 0.85 eV. Its HOMO energy is -0.3754 Ha.

---

We find model x to be the most stable, with the next structure 0.1024 hartree higher.

---

Model w:
Molecular formula: C6H12
Method: DFT, ωB97M-V with the def2-TZVPD basis set

Geometry as ORCA input:
```
! wB97M-V def2-TZVPD RIJCOSX def2/J DEFGRID3
* xyz 0 1
C 1.46027 -0.22643 -0.97809
C 0.39462 0.03740 -0.15508
C -0.91774 -0.60559 -0.51826
C -1.01442 -1.80498 -1.38902
C 0.31154 1.25996 0.68638
C 0.08505 1.26949 2.27097
H 1.26224 -1.15550 -1.59915
H 2.38170 0.26010 -1.36406
H -1.43679 -0.71648 0.46094
H -1.56731 0.11329 -1.01950
H -0.47702 -2.68757 -1.14288
H -1.96093 -2.16526 -1.48138
H -0.55492 -1.52949 -2.33439
H 1.19277 1.91638 0.75982
H -0.44112 2.02482 0.31183
H -0.16722 2.37609 2.38016
H -0.99972 0.92426 2.53645
H 0.85242 1.06020 2.99072
*
```

Its HOMO-LUMO gap is 9.980 eV. Its SMILES is C=C(CC)CC. The LUMO energy comes out at 0.96 eV. Its HOMO energy is -0.3316 Ha.

---

Model x:
Molecular formula: C6H12
Method: DFT, ωB97M-V with the def2-TZVPD basis set

Geometry as ORCA input:
```
! wB97M-V def2-TZVPD RIJCOSX def2/J DEFGRID3
* xyz 0 1
C -0.57193 0.38319 -1.80935
C -0.56479 -0.06770 -0.36808
C -1.84400 -0.55321 0.25142
C 0.56363 -0.00359 0.34515
C 1.83102 0.56860 -0.26112
C 0.58446 -0.39482 1.79620
H 0.02734 -0.29595 -2.43893
H -1.59981 0.38327 -2.23650
H -0.13004 1.39872 -1.92044
H -2.65826 -0.60193 -0.47415
H -2.15873 0.07179 1.09550
H -1.70579 -1.55136 0.68522
H 1.71231 1.63808 -0.50369
H 2.69840 0.48133 0.41301
H 2.09096 0.03476 -1.19787
H 1.68212 -0.68954 2.13995
H 0.19924 0.50217 2.47339
H -0.15613 -1.30381 2.01027
*
```

Its HOMO-LUMO gap is 9.456 eV. Its SMILES is CC(C)=C(C)C. The LUMO energy comes out at 1.04 eV. Its HOMO energy is -0.3091 Ha.

---

Model y:
Molecular formula: C6H12
Method: DFT, ωB97M-V with the def2-TZVPD basis set

Geometry as ORCA input:
```
! wB97M-V def2-TZVPD RIJCOSX def2/J DEFGRID3
* xyz 0 1
C -1.56969 0.91535 0.64617
C -0.64311 -0.24198 0.39131
C -1.10410 -1.44566 0.03546
C 0.78348 -0.00877 0.73849
C 1.93712 -0.72519 0.14583
C 1.71932 0.67721 -0.17781
H -1.22354 1.81556 0.13583
H -2.59004 0.70674 0.32140
H -1.60640 1.14337 1.71386
H -1.11596 0.79514 -2.57611
H -1.14485 0.13617 -2.06401
H -0.44259 -2.29717 -0.09108
H -2.15697 -1.59720 -0.18306
H 0.91862 0.25707 1.76644
H 2.78711 -0.97870 0.74928
H 1.70687 -1.43381 -0.61556
H 1.32136 0.89724 -1.14172
H 2.42336 1.38462 0.20528
*
```

Its HOMO-LUMO gap is 10.439 eV. The LUMO energy comes out at 1.21 eV. Its HOMO energy is -0.3392 Ha.

---

We find model x to be the most stable, with the next structure 0.0549 hartree higher.

---

Model w:
Molecular formula: C6H12
Method: DFT, ωB97M-V with the def2-TZVPD basis set

Geometry as ORCA input:
```
! wB97M-V def2-TZVPD RIJCOSX def2/J DEFGRID3
* xyz 0 1
C -2.21093 1.10255 -0.26696
C -0.91596 0.92909 -1.11304
C -0.02025 0.37374 0.21184
C -0.11773 -1.06189 0.51486
C 1.10273 -0.57638 -0.11195
C 2.27866 -0.85435 0.70677
H -2.47062 -0.02209 -0.03949
H -1.80566 1.63632 0.65474
H -3.07913 1.98927 -0.77187
H -1.00558 0.22391 -1.97219
H -0.53184 1.95522 -1.51671
H 0.03139 1.15179 0.98997
H 0.11262 -1.48756 1.56950
H -0.87059 -1.57188 0.07930
H 1.46212 -1.00895 -1.19289
H 2.65767 -1.84736 0.20833
H 3.10462 -0.11797 0.23830
H 2.27847 -0.81345 1.81149
*
```

Its HOMO-LUMO gap is 10.710 eV. The LUMO energy comes out at 1.19 eV. Its HOMO energy is -0.3499 Ha.

---

Model x:
Molecular formula: C6H12
Method: DFT, ωB97M-V with the def2-TZVPD basis set

Geometry as ORCA input:
```
! wB97M-V def2-TZVPD RIJCOSX def2/J DEFGRID3
* xyz 0 1
C 1.56204 0.67750 0.75286
C 1.52125 -0.53401 -0.18491
C 0.11303 -1.07170 -0.37142
C -0.78923 -1.26098 0.81651
C -1.16061 -0.24795 -0.24037
C -1.42066 1.25345 -0.02359
H 1.99594 1.56884 0.28279
H 0.54670 0.93852 1.00872
H 2.05712 0.47826 1.70644
H 2.15348 -1.33345 0.22333
H 1.94267 -0.28592 -1.16708
H 0.06869 -1.87501 -1.11089
H -0.41445 -0.89676 1.77162
H -1.36420 -2.18211 0.89175
H -1.93634 -0.60629 -0.91298
H -2.35106 1.35408 0.54378
H -1.56057 1.74480 -0.99100
H -0.69213 1.87173 0.50332
*
```

Its HOMO-LUMO gap is 11.019 eV. Its SMILES is CC[C@H]1C[C@H]1C. The LUMO energy comes out at 1.21 eV. Its HOMO energy is -0.3605 Ha.

---

We find model x to be the most stable, with the next structure 0.1050 hartree higher.